[1]
39
Properties=species:S:1:pos:R:3:forces:R:3:nbo_charge:R:1 method="wB97M-V/def2-TZVPD" charge=+2 lumo_ev=-8.55 e_tot_ev=-35425.6374
C 0.407 3.004 -2.760 0.64 0.24 0.01 -0.664
C -0.503 2.971 -1.396 1.48 1.53 0.10 -0.076
O -1.957 2.980 -1.612 1.19 -2.65 1.26 -0.538
C -2.573 1.667 -1.366 -1.52 -0.79 -1.06 -0.098
C -3.842 1.728 -0.279 0.22 1.31 -1.91 -0.130
O -3.413 2.020 1.098 -0.98 -3.33 0.72 -0.516
C -3.480 0.783 1.945 -0.63 2.09 -0.50 0.064
N -2.170 0.033 1.630 3.17 -1.65 0.22 -0.358
C -0.911 0.677 2.240 1.99 -3.82 -2.48 0.100
C 0.555 0.003 1.945 -2.90 -1.45 -1.62 -0.188
C 0.714 -1.359 0.988 -3.93 1.56 0.88 -0.010
C 2.171 -2.043 0.637 3.40 -1.40 -1.23 0.000
C 2.670 -3.532 1.196 2.26 2.40 -2.55 -0.182
C 4.170 -4.106 0.736 -1.59 2.78 -0.61 0.098
N 5.112 -3.302 -0.183 -4.08 2.00 0.96 -0.382
Cl 6.694 -3.970 -0.574 -1.84 0.75 0.43 0.330
C 4.715 -1.926 -0.757 -3.33 -1.05 2.37 0.102
C 3.234 -1.257 -0.364 0.83 -3.28 1.41 -0.192
C -0.739 -1.965 0.422 0.04 2.87 1.77 -0.188
C -2.172 -1.216 0.777 3.89 1.26 1.24 0.095
H 1.451 3.492 -2.452 -2.28 -0.96 -0.67 0.221
H 0.690 1.929 -3.182 -0.97 2.25 0.80 0.202
H -0.072 3.689 -3.609 0.99 -1.66 1.97 0.255
H -0.251 3.977 -0.805 -0.69 -2.17 -1.30 0.205
H -0.102 2.098 -0.727 -1.12 1.32 -1.10 0.147
H -3.087 1.347 -2.395 0.98 0.59 2.18 0.209
H -1.812 0.804 -1.119 -1.21 1.91 -0.27 0.160
H -4.498 2.653 -0.636 1.38 -1.99 0.92 0.249
H -4.512 0.771 -0.350 1.36 1.65 0.15 0.183
H -3.543 1.136 3.065 0.60 -0.80 -2.28 0.256
H -4.433 0.136 1.738 2.07 0.99 0.08 0.234
H -0.939 1.643 2.921 -0.49 -2.24 -1.70 0.311
H 1.522 0.494 2.402 -2.28 -1.05 -0.96 0.288
H 1.953 -4.156 1.909 1.96 1.32 -1.71 0.305
H 4.599 -5.153 1.100 -1.01 2.55 -0.90 0.307
H 5.444 -1.341 -1.469 -1.38 -1.60 1.63 0.307
H 2.919 -0.200 -0.819 1.00 -2.64 1.03 0.299
H -0.782 -2.920 -0.278 0.12 2.28 1.69 0.292
H -3.233 -1.587 0.383 2.64 0.90 0.99 0.301

=====

[2]
56
Properties=species:S:1:pos:R:3:forces:R:3:nbo_charge:R:1 method="wB97M-V/def2-TZVPD" charge=0 smiles="FC(F)C(F)(F)COC(F)(F)C(F)F.FC(F)C(F)(F)COC(F)(F)C(F)F.CCP(CC)OC(=O)O" lumo_ev=0.30 e_tot_ev=-78869.7587
C 1.644 -0.690 0.404 0.06 -0.28 -0.36 -0.613
C 0.394 -1.284 -0.260 -0.06 0.79 0.67 -0.745
P -0.774 -0.031 -0.921 0.21 0.23 -1.50 1.091
C -2.375 -0.700 -0.356 0.29 0.00 0.90 -0.766
C -2.540 -1.065 1.122 -0.06 -0.10 -0.40 -0.624
O -0.475 1.280 0.150 -0.65 -0.39 0.57 -0.792
C -1.549 2.066 0.392 -0.68 0.99 -1.01 0.994
O -2.209 2.644 -0.455 0.99 -1.05 1.50 -0.612
O -1.798 2.164 1.708 -0.03 0.16 -0.36 -0.664
H 1.597 0.376 0.545 -0.08 0.33 0.18 0.220
H 2.511 -0.887 -0.202 0.42 -0.04 -0.28 0.213
H 1.819 -1.171 1.349 0.06 -0.05 0.49 0.218
H -0.119 -1.916 0.448 -0.12 -0.36 0.11 0.219
H 0.684 -1.872 -1.111 -0.02 -0.38 -0.42 0.239
H -3.156 -0.033 -0.677 -0.38 0.34 -0.24 0.247
H -2.483 -1.592 -0.954 0.03 -0.39 -0.46 0.243
H -1.598 -1.350 1.565 0.27 0.03 0.33 0.199
H -2.993 -0.270 1.686 -0.02 0.47 0.28 0.217
H -3.193 -1.915 1.229 -0.29 -0.36 0.02 0.220
H -1.194 1.568 2.171 0.04 0.08 -0.02 0.498
C 5.357 -2.885 5.217 0.36 0.53 -0.12 -0.133
C 5.373 -4.359 5.658 -0.51 0.16 0.15 0.596
C 5.340 -5.442 4.575 0.16 -0.17 -0.03 0.520
F 4.226 -5.368 3.820 -0.09 0.15 0.07 -0.322
F 5.359 -6.651 5.180 -0.02 0.06 -0.03 -0.318
F 4.402 -4.578 6.569 -0.03 -0.02 -0.10 -0.309
F 6.568 -4.540 6.287 0.17 0.03 -0.04 -0.327
O 4.134 -2.161 5.246 -0.39 -0.64 0.01 -0.509
C 3.239 -2.147 4.206 0.49 0.10 0.08 0.851
C 1.884 -2.756 4.589 -0.19 -0.04 0.09 0.503
F 2.017 -4.013 5.042 0.14 -0.09 -0.09 -0.314
F 1.100 -2.778 3.483 0.00 0.02 0.02 -0.328
F 3.736 -2.702 3.083 -0.03 -0.08 0.19 -0.317
F 2.982 -0.849 3.927 0.00 0.14 -0.12 -0.324
H 5.958 -2.378 5.969 0.01 -0.02 0.05 0.232
H 5.876 -2.749 4.269 -0.10 -0.19 -0.13 0.208
H 6.220 -5.359 3.930 -0.03 0.03 0.00 0.141
H 1.406 -2.149 5.361 0.04 0.04 -0.04 0.151
C -2.913 5.194 -5.231 -0.25 0.56 0.24 -0.131
C -2.119 4.480 -6.340 0.08 -0.33 0.46 0.596
C -2.901 3.766 -7.448 0.01 0.05 -0.23 0.521
F -3.682 2.781 -6.967 0.03 0.00 0.18 -0.319
F -2.013 3.217 -8.311 -0.05 0.01 0.05 -0.322
F -1.209 3.648 -5.798 -0.08 -0.05 -0.03 -0.307
F -1.432 5.465 -6.991 -0.04 0.15 -0.08 -0.332
O -3.101 4.553 -3.981 0.19 -0.65 -0.30 -0.506
C -4.141 3.691 -3.722 0.00 0.45 -0.14 0.852
C -3.658 2.272 -3.406 0.14 -0.34 0.17 0.482
F -2.903 1.779 -4.407 -0.04 0.09 -0.22 -0.323
F -4.742 1.463 -3.264 0.00 0.11 -0.01 -0.332
F -5.068 3.701 -4.706 0.19 -0.05 0.00 -0.324
F -4.747 4.134 -2.602 -0.14 0.06 0.04 -0.318
H -2.292 6.050 -4.976 0.06 0.01 -0.02 0.228
H -3.849 5.599 -5.615 -0.07 -0.19 -0.14 0.205
H -3.520 4.483 -7.995 -0.01 -0.01 0.03 0.138
H -3.080 2.262 -2.482 0.00 0.13 0.02 0.187

=====

[3]
38
Properties=species:S:1:pos:R:3:forces:R:3:nbo_charge:R:1 method="wB97M-V/def2-TZVPD" charge=+2 lumo_ev=-7.83 relative_energy_kcal_mol=153.3 e_tot_ev=-22356.2381
C 5.993 -2.089 0.190 0.04 -0.50 0.19 -0.650
C 5.910 -0.487 0.474 0.38 -1.64 0.80 -0.238
N 4.459 -0.099 0.271 -3.36 0.84 -0.12 -0.299
C 3.495 -0.888 1.039 -3.36 2.58 -2.22 0.081
C 1.980 -0.600 0.868 2.43 1.61 -1.65 -0.195
C 1.467 0.526 -0.106 3.15 -0.83 0.96 -0.002
C -0.104 0.732 -0.187 -3.25 0.09 -0.80 0.016
C -0.958 -0.195 -1.120 -1.54 3.29 2.68 -0.198
C -2.518 0.004 -1.141 2.91 0.05 0.62 0.074
N -3.216 0.991 -0.357 5.82 0.04 0.35 -0.153
N -4.585 1.188 -0.303 -0.71 -0.58 0.04 -0.303
C -5.275 0.886 -1.600 -1.52 -1.15 0.03 -0.462
C -5.120 0.353 0.827 -3.31 -0.76 4.99 0.658
C -4.744 -1.218 1.018 1.42 0.79 -0.84 -0.733
O -5.875 0.827 1.722 3.37 -1.04 -4.63 -0.434
C -2.417 1.877 0.494 2.32 -0.84 -0.45 0.099
C -0.882 1.805 0.627 -1.77 -2.73 -2.29 -0.203
C 2.540 1.342 -0.866 0.67 -2.74 2.45 -0.194
C 4.045 0.970 -0.622 -2.49 -1.17 1.11 0.115
H 5.147 -2.447 -0.515 1.61 0.77 0.86 0.230
H 7.026 -2.387 -0.220 -1.70 0.58 0.52 0.273
H 5.845 -2.701 1.162 0.33 1.20 -1.48 0.233
H 6.631 0.113 -0.173 -1.36 -0.70 0.88 0.260
H 6.119 -0.353 1.602 -0.16 0.21 -1.98 0.253
H 3.789 -1.727 1.747 0.07 1.47 -1.23 0.286
H 1.223 -1.230 1.461 1.43 1.13 -1.03 0.277
H -0.418 -0.982 -1.744 -1.25 1.18 0.87 0.285
H -3.091 -0.721 -1.810 0.58 1.44 1.18 0.280
H -5.338 -0.266 -1.691 0.14 1.77 -0.41 0.198
H -4.793 1.381 -2.508 -0.56 -0.61 1.51 0.255
H -6.372 1.229 -1.469 1.95 -0.32 -0.28 0.281
H -5.112 -1.628 2.016 0.13 0.93 -1.56 0.292
H -3.587 -1.269 1.059 -1.79 -0.15 -0.15 0.214
H -5.096 -1.845 0.125 0.44 0.88 1.37 0.249
H -2.976 2.680 1.105 0.68 -1.62 -1.29 0.298
H -0.322 2.501 1.332 -1.09 -0.97 -1.09 0.288
H 2.228 2.199 -1.568 0.83 -1.57 1.22 0.291
H 4.903 1.528 -1.138 -1.50 -0.96 0.85 0.278